## i
Formula: C2H11NO3
Source: the Open Molecules 2025 dataset
Level of theory: wB97M-V/def2-TZVPD

Geometry as ORCA input:
```
! RIJCOSX wB97M-V def2-TZVPD def2/J DEFGRID3
* xyz 0 1
N 0.46 -0.04 0.51
C -0.14 -1.33 0.31
C 0.35 -1.96 -0.98
O -0.16 -3.26 -1.22
H 1.47 -0.11 0.44
H 0.27 0.51 1.33
H 0.12 -2.08 1.09
H -1.22 -1.27 0.44
H 0.00 -1.35 -1.81
H 1.44 -1.95 -1.02
H 0.02 -3.76 -0.41
O -3.22 2.34 0.32
H -2.73 2.74 -0.40
H -3.82 3.02 0.63
O 2.63 3.28 0.81
H 3.39 3.57 0.30
H 2.50 2.33 0.75
*
```

Summary:
* structure (SMILES): NCCO.O.O
* E_HOMO: -9.3 eV
* gap between HOMO and LUMO: 10.04 eV
* LUMO: 0.72 eV


## ii
Formula: C2H11NO3
Source: the Open Molecules 2025 dataset
Level of theory: wB97M-V/def2-TZVPD

Geometry as ORCA input:
```
! RIJCOSX wB97M-V def2-TZVPD def2/J DEFGRID3
* xyz 0 1
C -2.50 0.24 -0.91
C -2.86 0.40 0.39
N -1.24 0.07 0.87
H -2.42 0.98 -1.72
H -2.27 -0.73 -1.34
H -3.08 1.39 0.78
H -1.19 0.98 1.35
H -1.52 -0.52 1.64
O 0.64 -1.40 -0.67
H -0.08 -1.35 -1.32
H 0.23 -0.99 0.12
O 3.34 -0.84 -0.63
H 3.46 -1.02 0.32
H 2.43 -1.08 -0.83
O 1.99 1.40 0.50
H 2.61 0.74 0.14
H 2.45 1.72 1.31
*
```

Summary:
* structure (SMILES): C=CN.O.O.O
* E_HOMO: -9.1 eV
* gap between HOMO and LUMO: 8.80 eV
* LUMO: -0.26 eV


Stability ranking, top entry: i; the second entry is 0.1209 hartree less favorable.


## i
Formula: C4H7N3
Source: the Open Molecules 2025 dataset
Level of theory: wB97M-V/def2-TZVPD

Geometry as ORCA input:
```
! RIJCOSX wB97M-V def2-TZVPD def2/J DEFGRID3
* xyz 2 1
C 1.74 -0.97 1.18
N 0.85 -0.46 1.69
N -0.38 -0.19 1.50
C -0.58 0.11 0.18
C -1.70 0.78 -0.37
N 0.43 -0.21 -0.58
C 1.13 -0.24 -1.64
H 2.77 -1.18 1.32
H -1.09 -0.18 2.28
H -1.62 0.82 -1.45
H -1.84 1.82 0.16
H -2.78 0.31 -0.20
H 1.69 0.69 -1.76
H 1.39 -1.10 -2.31
*
```

Summary:
* structure (SMILES): C#[N+]NC(C)=[N+]=C
* E_HOMO: -20.7 eV
* gap between HOMO and LUMO: 9.67 eV
* LUMO: -11.00 eV


## ii
Formula: C4H7N3
Source: the Open Molecules 2025 dataset
Level of theory: wB97M-V/def2-TZVPD

Geometry as ORCA input:
```
! RIJCOSX wB97M-V def2-TZVPD def2/J DEFGRID3
* xyz 2 1
C 0.35 -0.08 -0.93
C 1.93 0.59 0.38
C -0.28 -0.63 -1.93
C -1.50 -0.11 0.80
N 1.67 0.35 -0.84
N -0.19 -0.01 0.34
N 0.81 0.37 1.13
H 2.89 1.15 0.80
H -1.30 -1.07 -1.84
H 0.21 -0.70 -2.85
H -1.98 -0.89 0.36
H -1.35 -0.06 1.94
H -1.98 0.84 0.54
H 0.71 0.25 2.09
*
```

Summary:
* E_HOMO (alpha / beta): -21.8 / -21.8 eV
* gap between HOMO and LUMO (alpha / beta): 8.38 / 8.38 eV
* LUMO (alpha / beta): -13.47 / -13.47 eV


Stability ranking, top entry: ii; the second entry is 0.0361 hartree less favorable.


## i
Formula: C3H2O
Source: the Open Molecules 2025 dataset
Level of theory: wB97M-V/def2-TZVPD

Geometry as ORCA input:
```
! RIJCOSX wB97M-V def2-TZVPD def2/J DEFGRID3
* xyz 0 1
C 1.34 0.14 0.08
C 0.34 0.74 -0.25
C -0.96 0.07 -0.13
O -2.03 0.40 -0.54
H 2.12 -0.50 0.42
H -0.79 -0.88 0.41
*
```

Summary:
* structure (SMILES): C#CC=O
* E_HOMO: -10.4 eV
* gap between HOMO and LUMO: 10.36 eV
* LUMO: -0.02 eV


## ii
Formula: C3H2O
Source: the Open Molecules 2025 dataset
Level of theory: wB97M-V/def2-TZVPD

Geometry as ORCA input:
```
! RIJCOSX wB97M-V def2-TZVPD def2/J DEFGRID3
* xyz 0 1
O -1.77 0.92 -1.00
C -1.84 0.09 -0.24
C 0.36 -0.39 0.39
C 1.53 -0.09 0.21
H -0.86 -0.67 0.55
H 2.58 0.14 0.09
*
```

Summary:
* E_HOMO: -10.4 eV
* gap between HOMO and LUMO: 11.06 eV
* LUMO: 0.68 eV


Stability ranking, top entry: i; the second entry is 0.0164 hartree less favorable.


## i
Formula: C2H9N2OP
Source: the Open Molecules 2025 dataset
Level of theory: wB97M-V/def2-TZVPD

Geometry as ORCA input:
```
! RIJCOSX wB97M-V def2-TZVPD def2/J DEFGRID3
* xyz 0 1
H -2.09 0.69 -2.58
N -1.39 0.12 -3.08
N -1.32 -1.04 -2.81
H -1.96 -1.52 -2.09
C 0.87 1.71 0.77
P 1.16 -0.13 0.42
C 0.48 -1.00 1.95
O -0.05 -0.64 -0.54
H 1.14 2.18 -0.13
H -0.11 1.97 1.26
H 1.55 2.17 1.50
H -0.48 -0.68 2.32
H 0.61 -2.00 1.62
H 1.19 -0.83 2.74
H 0.40 -0.99 -1.36
*
```

Summary:
* structure (SMILES): [H]/N=N\[H].CP(C)O
* E_HOMO: -8.6 eV
* gap between HOMO and LUMO: 9.61 eV
* LUMO: 0.97 eV


## ii
Formula: C2H9N2OP
Source: the Open Molecules 2025 dataset
Level of theory: wB97M-V/def2-TZVPD

Geometry as ORCA input:
```
! RIJCOSX wB97M-V def2-TZVPD def2/J DEFGRID3
* xyz 0 1
C 2.23 -0.14 -0.48
C -2.20 -0.71 -0.49
N 1.95 0.08 0.91
N -1.40 -0.35 0.66
O -0.60 1.82 -0.57
P -0.39 0.96 0.59
H 1.60 -0.95 -0.85
H 2.07 0.74 -1.12
H 3.28 -0.45 -0.61
H -3.09 -1.25 -0.15
H -2.51 0.22 -0.97
H -1.67 -1.33 -1.22
H 2.41 0.94 1.22
H -1.07 -1.12 1.23
H -0.61 1.54 1.84
*
```

Summary:
* E_HOMO (alpha / beta): -8.4 / -8.5 eV
* gap between HOMO and LUMO (alpha / beta): 8.65 / 8.65 eV
* LUMO (alpha / beta): 0.20 / 0.20 eV


Stability ranking, top entry: ii; the second entry is 0.0228 hartree less favorable.


## i
Formula: C8H15N2
Source: the Open Molecules 2025 dataset
Level of theory: wB97M-V/def2-TZVPD

Geometry as ORCA input:
```
! RIJCOSX wB97M-V def2-TZVPD def2/J DEFGRID3
* xyz 1 3
C -0.99 -0.96 -0.52
C -1.08 -2.40 -0.41
C 0.21 -2.67 -1.26
C 0.40 -1.53 -2.30
C -0.46 -0.40 -1.76
C 0.72 2.53 0.22
C -0.96 1.49 1.85
C 0.37 1.47 1.21
N -0.23 0.04 -0.36
N 1.35 0.82 1.78
H -1.01 -2.80 0.60
H -1.96 -2.79 -0.91
H 1.07 -2.70 -0.59
H 0.13 -3.64 -1.75
H 1.45 -1.28 -2.42
H 0.00 -1.82 -3.27
H -1.02 0.26 -2.42
H -0.09 2.68 -0.49
H 1.63 2.29 -0.32
H 0.86 3.47 0.75
H -1.18 0.54 2.34
H -0.96 2.27 2.62
H -1.74 1.73 1.14
H 1.18 0.16 2.53
H 2.29 0.86 1.41
*
```

Summary:
* E_HOMO (alpha / beta): -9.7 / -14.3 eV
* gap between HOMO and LUMO (alpha / beta): 6.45 / 8.35 eV
* LUMO (alpha / beta): -3.28 / -5.94 eV


## ii
Formula: C8H15N2
Source: the Open Molecules 2025 dataset
Level of theory: wB97M-V/def2-TZVPD

Geometry as ORCA input:
```
! RIJCOSX wB97M-V def2-TZVPD def2/J DEFGRID3
* xyz 1 3
C -1.23 0.85 0.52
C -3.42 0.60 -0.29
C 4.02 -0.86 0.09
C -4.57 -1.38 -0.30
C 3.37 0.35 -0.55
C 2.07 0.93 0.19
C 1.00 -0.10 0.12
C -0.15 0.36 1.00
N -2.26 1.38 -0.01
N -3.44 -0.62 -0.04
H -2.34 2.43 -0.24
H -4.31 1.19 -0.74
H 4.80 -1.42 -0.44
H 4.52 -0.51 1.07
H 3.25 -1.62 0.33
H -4.29 -2.15 -0.89
H -5.40 -0.81 -0.67
H -4.74 -1.81 0.61
H 3.20 0.13 -1.66
H 4.09 1.22 -0.81
H 2.24 1.08 1.30
H 1.80 1.80 -0.23
H 1.41 -1.09 0.34
H 0.60 -0.32 -0.88
H -0.19 0.36 2.19
*
```

Summary:
* E_HOMO (alpha / beta): -11.2 / -13.8 eV
* gap between HOMO and LUMO (alpha / beta): 7.45 / 5.36 eV
* LUMO (alpha / beta): -3.72 / -8.49 eV


Stability ranking, top entry: i; the second entry is 0.0902 hartree less favorable.


## i
Formula: C4H3N
Source: the Open Molecules 2025 dataset
Level of theory: wB97M-V/def2-TZVPD

Geometry as ORCA input:
```
! RIJCOSX wB97M-V def2-TZVPD def2/J DEFGRID3
* xyz 0 1
C -1.07 -0.98 0.05
C 0.99 0.15 0.42
C 0.13 -0.91 0.63
C -0.91 0.29 -0.67
N 0.28 0.91 -0.43
H -1.91 -1.63 0.04
H 1.95 0.39 0.83
H 0.55 1.78 -0.87
*
```

Summary:
* E_HOMO (alpha / beta): -8.3 / -8.3 eV
* gap between HOMO and LUMO (alpha / beta): 7.14 / 7.13 eV
* LUMO (alpha / beta): -1.19 / -1.19 eV


## ii
Formula: C4H3N
Source: the Open Molecules 2025 dataset
Level of theory: wB97M-V/def2-TZVPD

Geometry as ORCA input:
```
! RIJCOSX wB97M-V def2-TZVPD def2/J DEFGRID3
* xyz 0 1
C 1.57 0.88 -0.15
C 0.73 -0.22 -0.32
C -0.57 -0.50 -0.55
C -1.62 0.46 -0.36
N -2.50 1.19 -0.20
H 2.07 0.89 0.83
H 1.43 -1.08 -0.38
H -0.87 -1.50 -0.81
*
```

Summary:
* E_HOMO (alpha / beta): -9.3 / -9.2 eV
* gap between HOMO and LUMO (alpha / beta): 7.48 / 7.67 eV
* LUMO (alpha / beta): -1.81 / -1.48 eV


Stability ranking, top entry: ii; the second entry is 0.0317 hartree less favorable.


## i
Formula: C4H3N
Source: the Open Molecules 2025 dataset
Level of theory: wB97M-V/def2-TZVPD

Geometry as ORCA input:
```
! RIJCOSX wB97M-V def2-TZVPD def2/J DEFGRID3
* xyz 0 1
C 0.09 1.51 0.18
C 0.04 0.08 -0.11
C -0.02 -1.11 -0.26
C -0.15 -2.49 -0.31
N -0.27 -3.64 -0.29
H 0.49 2.09 -0.66
H 0.73 1.68 1.06
H -0.92 1.88 0.40
*
```

Summary:
* structure (SMILES): CC#CC#N
* E_HOMO: -10.5 eV
* gap between HOMO and LUMO: 11.20 eV
* LUMO: 0.66 eV


## ii
Formula: C4H3N
Source: the Open Molecules 2025 dataset
Level of theory: wB97M-V/def2-TZVPD

Geometry as ORCA input:
```
! RIJCOSX wB97M-V def2-TZVPD def2/J DEFGRID3
* xyz 0 1
C -1.05 -1.47 0.48
C -0.53 -0.42 0.20
C 0.07 0.90 -0.06
C 0.80 0.73 -1.32
N 1.02 -0.10 -2.10
H -1.58 -2.32 0.87
H 0.75 1.17 0.74
H -0.71 1.66 -0.17
*
```

Summary:
* structure (SMILES): C#CCC#N
* E_HOMO: -10.6 eV
* gap between HOMO and LUMO: 11.09 eV
* LUMO: 0.52 eV


Stability ranking, top entry: i; the second entry is 0.0368 hartree less favorable.